# 1
Formula: C18H43NO4Ti
Source: the Open Molecules 2025 dataset
Level of theory: ωB97M-V/def2-TZVPD

Values from the calculation:
charge = +1
HOMO-LUMO gap (spin up / spin down) = 0.20024 / 0.36484 hartree
spin multiplicity = 4

Last column: Löwdin spin population.
Element x y z (Å)
Ti  0.411  -0.741  0.234  2.512
C  2.998  -1.669  -1.422  0.023
C  3.637  -1.295  -0.093  0.006
C  4.935  -0.510  -0.316  0.001
O  2.660  -0.504  0.630  0.058
H  3.762  -2.182  -2.013  0.002
H  2.697  -0.806  -2.015  0.004
H  2.175  -2.367  -1.259  0.007
H  3.764  -2.249  0.427  0.001
H  5.642  -0.585  0.509  0.000
H  4.700  0.544  -0.478  0.000
H  5.436  -0.839  -1.225  0.000
H  3.091  -0.197  1.438  0.004
C  1.020  2.373  3.585  0.003
C  0.133  1.353  2.890  0.022
C  -1.283  1.869  2.687  0.010
O  0.690  1.172  1.510  0.063
H  0.624  2.358  4.611  0.000
H  0.931  3.371  3.161  0.001
H  2.056  2.071  3.741  0.001
H  0.088  0.350  3.311  0.013
H  -1.291  2.721  2.010  0.000
H  -1.809  2.158  3.601  0.000
H  -1.870  1.020  2.325  0.007
H  1.218  1.968  1.406  0.002
C  -0.992  -2.832  3.147  0.013
C  0.316  -3.075  2.375  0.027
C  0.816  -4.490  2.579  0.003
O  -0.005  -2.862  0.958  0.058
H  -0.739  -3.199  4.152  0.000
H  -1.796  -3.474  2.791  0.000
H  -1.330  -1.803  3.223  0.009
H  1.126  -2.398  2.638  0.013
H  1.366  -4.643  3.505  0.000
H  1.398  -4.875  1.733  0.001
H  0.050  -5.281  2.567  0.001
H  -0.541  -3.616  0.691  0.000
C  -2.509  -0.808  -0.382  0.030
C  -2.375  0.240  -1.480  0.004
C  -2.924  1.554  -0.841  0.001
C  -2.425  2.869  -1.442  0.000
C  -0.913  2.826  -1.518  0.001
C  -0.412  1.632  -2.334  0.002
N  -0.920  0.390  -1.749  0.015
O  -0.296  -0.728  -2.385  0.026
C  -0.778  1.801  -3.819  0.001
C  1.131  1.737  -2.209  0.008
C  -3.152  -0.230  -2.723  0.002
H  -3.546  -0.908  -0.061  0.000
H  -2.292  -1.821  -0.742  0.002
H  -1.783  -0.546  0.397  0.032
H  -3.973  1.448  -1.127  0.000
H  -2.844  1.574  0.241  0.000
H  -2.766  3.014  -2.476  0.000
H  -2.908  3.732  -0.980  0.000
H  -0.508  2.877  -0.502  0.000
H  -0.532  3.735  -1.993  0.000
H  -0.361  0.978  -4.402  0.000
H  -0.379  2.733  -4.227  0.000
H  -1.840  1.895  -4.044  0.000
H  1.511  2.635  -2.681  0.000
H  1.513  0.837  -2.699  0.001
H  1.408  1.635  -1.158  0.004
H  -3.378  -1.294  -2.670  0.000
H  -4.159  0.208  -2.782  0.000
H  -2.798  0.112  -3.695  0.000
H  -0.874  -0.965  -3.134  0.002

# 2
Formula: C3H32N3O11
Source: the Open Molecules 2025 dataset
Level of theory: ωB97M-V/def2-TZVPD

Values from the calculation:
charge = +1
HOMO-LUMO gap = 0.38517 hartree

Last column: natural (NBO) charge in e.
Element x y z (Å)
C  2.677  0.683  2.581  -0.615
C  2.821  -0.412  1.575  -0.245
N  1.934  -0.254  0.413  -0.653
C  0.658  -0.972  0.358  0.688
N  -0.217  -0.509  -0.554  -0.796
N  0.627  -2.061  1.217  -0.732
H  1.629  0.609  3.129  0.203
H  2.624  1.641  2.142  0.230
H  3.446  0.513  3.320  0.227
H  3.915  -0.277  1.192  0.211
H  2.921  -1.456  1.994  0.205
H  2.403  -0.019  -0.447  0.438
H  -0.054  -0.174  -1.501  0.476
H  -1.177  -0.997  -0.467  0.438
H  -0.172  -2.608  1.237  0.417
H  0.977  -1.983  2.109  0.435
H  -0.491  2.191  -2.476  0.484
H  -0.525  1.867  -3.888  0.467
O  -0.927  1.721  -3.137  -0.954
H  -4.046  2.525  0.063  0.480
H  -3.279  2.015  1.308  0.491
O  -4.095  1.781  0.786  -0.962
H  -0.658  -4.184  -2.118  0.508
H  -1.144  -2.780  -1.437  0.488
O  -0.474  -3.376  -1.626  -0.992
H  -1.054  -2.235  4.038  0.482
H  -1.016  -0.943  3.338  0.484
O  -0.697  -1.762  3.358  -0.961
H  1.010  3.503  -1.490  0.506
H  1.924  2.156  -1.955  0.528
O  1.111  2.470  -1.576  -1.013
H  1.729  -2.015  -1.757  0.526
H  1.447  -1.623  -3.220  0.517
O  1.760  -1.187  -2.396  -0.983
H  -4.100  -1.218  1.263  0.484
H  -3.529  -0.260  0.288  0.483
O  -3.698  -1.275  0.339  -0.971
H  4.148  0.637  -1.834  0.493
H  2.652  0.087  -2.311  0.516
O  3.272  0.835  -1.939  -1.020
H  -1.170  0.376  1.794  0.449
H  -0.597  1.751  2.148  0.516
O  -1.247  1.039  2.479  -0.989
H  0.581  3.680  1.350  0.489
H  0.867  2.454  0.334  0.521
O  0.520  2.751  1.239  -0.997
H  -3.485  -0.285  -1.663  0.482
H  -2.413  0.563  -2.179  0.489
O  -2.615  -0.439  -2.141  -0.968

# 3
Formula: C19H22F6N4OPt
Source: the Open Molecules 2025 dataset
Level of theory: ωB97M-V/def2-TZVPD

Values from the calculation:
charge = 0
HOMO-LUMO gap = 0.31139 hartree

Last column: natural (NBO) charge in e.
Element x y z (Å)
Pt  0.943  1.793  1.300  0.676
F  2.857  2.454  3.264  -0.393
C  1.533  2.805  3.031  0.670
F  0.957  2.480  4.229  -0.377
F  1.549  4.167  3.019  -0.368
C  -3.364  -0.908  -0.188  -0.422
C  -2.605  0.046  -1.086  -0.210
N  -1.909  1.033  -0.276  -0.603
C  -2.060  1.174  1.060  0.654
N  -1.109  1.774  1.762  -0.596
C  -1.454  2.157  3.138  -0.220
C  -2.940  2.322  3.365  -0.426
C  -3.627  1.046  2.949  -0.198
N  -3.263  0.790  1.567  -0.433
C  -4.155  -0.067  0.792  -0.198
H  -2.665  -1.546  0.359  0.211
H  -4.028  -1.545  -0.771  0.225
H  -3.301  0.547  -1.765  0.189
H  -1.861  -0.471  -1.693  0.218
H  -0.968  1.246  -0.577  0.441
H  -0.954  3.094  3.355  0.223
H  -1.067  1.414  3.835  0.196
H  -3.336  3.151  2.773  0.208
H  -3.122  2.543  4.417  0.225
H  -4.713  1.151  2.990  0.202
H  -3.347  0.206  3.595  0.188
H  -4.892  0.538  0.250  0.191
H  -4.700  -0.690  1.502  0.209
C  5.170  2.300  0.452  -0.698
C  3.850  1.608  0.563  0.716
N  3.807  0.284  0.496  -0.775
O  2.840  2.318  0.732  -0.610
H  5.978  1.625  0.178  0.214
H  5.383  2.759  1.417  0.260
H  5.089  3.099  -0.284  0.252
H  4.649  -0.254  0.414  0.404
H  2.906  -0.181  0.554  0.442
F  1.708  -5.901  -4.222  -0.326
C  1.320  -4.757  -4.823  0.976
F  0.135  -5.022  -5.410  -0.326
F  2.201  -4.511  -5.806  -0.323
C  1.214  -3.625  -3.846  -0.173
C  2.010  -2.498  -3.962  -0.184
C  1.888  -1.471  -3.038  -0.147
C  0.973  -1.556  -1.987  -0.127
C  0.182  -2.707  -1.884  -0.203
C  0.300  -3.730  -2.804  -0.166
C  0.856  -0.487  -1.037  -0.137
C  0.755  0.411  -0.218  -0.439
H  2.720  -2.417  -4.773  0.230
H  2.501  -0.583  -3.131  0.215
H  -0.519  -2.793  -1.063  0.218
H  -0.315  -4.617  -2.715  0.226

# 4
Formula: C6H14N2O2
Source: the Open Molecules 2025 dataset
Level of theory: ωB97M-V/def2-TZVPD

Values from the calculation:
charge = 0
HOMO-LUMO gap (spin up / spin down) = 0.31881 / 0.31886 hartree

Last column: natural (NBO) charge in e.
Element x y z (Å)
C  0.880  2.219  -1.432  -0.258
C  -1.895  1.524  0.625  -0.280
O  -0.079  1.259  -1.089  -0.636
N  -1.340  2.233  -0.198  -0.119
H  1.519  2.482  -0.576  0.165
H  1.512  1.829  -2.240  0.168
H  0.398  3.136  -1.791  0.185
H  -2.652  1.987  1.256  0.222
H  -1.207  0.227  0.734  0.383
C  -0.533  -1.486  1.898  -0.414
C  -1.017  -1.519  -0.518  -0.427
C  1.782  -0.758  -0.639  -0.732
N  -0.462  -0.753  0.615  -0.528
C  0.906  -0.134  0.413  0.801
O  1.311  0.565  1.304  -0.575
H  0.030  -2.421  1.843  0.199
H  -0.121  -0.852  2.679  0.241
H  -1.578  -1.704  2.119  0.211
H  -0.451  -2.434  -0.693  0.199
H  -2.046  -1.785  -0.275  0.213
H  -1.002  -0.877  -1.394  0.255
H  1.298  -0.817  -1.608  0.244
H  2.064  -1.765  -0.312  0.229
H  2.684  -0.156  -0.719  0.252

What are the relative energy (zero: lowest compared OMol25 entry of this formula, charge and spin) values for these records? In order: 32.0 58.9 3.2 137.0 kcal/mol.